{"formula": "C28H51Br3FN5O10P", "method": "ωB97M-V/def2-TZVPD", "total_charge": 1, "total_energy_ha": -10286.2837, "gap_ev": 6.14, "elements": ["C", "O", "C", "N", "C", "Br", "C", "C", "Br", "C", "N", "C", "O", "C", "O", "C", "C", "O", "C", "C", "C", "C", "C", "C", "C", "C", "C", "Br", "C", "F", "P", "O", "O", "O", "N", "O", "H", "H", "H", "H", "H", "H", "H", "H", "H", "H", "H", "H", "H", "H", "H", "H", "H", "H", "H", "H", "H", "H", "H", "H", "H", "H", "H", "H", "H", "C", "C", "C", "O", "C", "N", "H", "H", "H", "H", "H", "H", "H", "H", "H", "H", "H", "C", "C", "C", "O", "C", "N", "H", "H", "H", "H", "H", "H", "H", "H", "H", "H", "H"], "xyz": [[3.70927, -1.98654, 0.20999], [3.51244, -3.29148, -0.38660], [2.25683, -3.88451, 0.04197], [1.10924, -3.00725, -0.35689], [0.41027, -2.23714, 0.73360], [0.68813, -0.30169, 1.05263], [-0.48973, -3.02539, 1.52240], [-1.32123, -2.43773, 2.76642], [-0.80551, -4.96905, 1.14870], [0.66259, -2.85929, -1.61691], [-0.44743, -1.89829, -1.77633], [-1.73977, -2.56253, -2.10786], [-2.80275, -1.89092, -1.38071], [-3.96942, -1.99935, -2.23561], [-5.14877, -1.65830, -1.49437], [-6.19996, -1.24537, -2.41886], [-7.43013, -0.72523, -1.51140], [-7.99139, -1.81081, -0.72287], [0.02308, -0.94911, -2.83772], [-0.99924, 0.28067, -3.01204], [-0.17515, 1.48793, -3.64813], [0.64264, 2.38214, -2.65127], [1.53753, 3.57106, -3.07900], [1.61299, 3.89133, -4.61845], [0.80772, 3.05094, -5.65828], [-0.08230, 1.85691, -5.14468], [0.45155, -1.66995, -4.20905], [-0.87208, -1.56553, -5.68037], [0.87613, -3.21259, -4.05686], [-0.22586, -4.09261, -4.39674], [2.24129, -3.62917, -5.34910], [1.81871, -4.93599, -6.07407], [3.73742, -3.96724, -4.60300], [2.35123, -2.44173, -6.57462], [1.32298, -3.61999, -2.68728], [1.01436, -4.97796, -2.60736], [4.81504, -1.68925, 0.31225], [3.16380, -1.14548, -0.36855], [3.28109, -1.98779, 1.28053], [2.31701, -3.92082, 1.19708], [2.20081, -4.95489, -0.34958], [-2.43676, -2.71476, 2.63808], [-1.24238, -1.30578, 2.86791], [-1.00871, -2.94037, 3.76025], [-1.68579, -3.63172, -1.65648], [-1.94975, -2.70412, -3.22059], [-4.08476, -3.10193, -2.58154], [-3.83692, -1.34557, -3.17252], [-6.49201, -2.06550, -3.15811], [-5.80729, -0.32669, -2.98370], [-8.19567, -0.26895, -2.23585], [-7.07145, 0.09151, -0.78756], [-8.97709, -1.72570, -0.75278], [0.99641, -0.47948, -2.41544], [-1.29133, 0.59888, -1.93740], [-1.97527, 0.02322, -3.53766], [0.59462, 2.15178, -1.53037], [2.13813, 4.17883, -2.29153], [2.29359, 4.74528, -4.96185], [0.85787, 3.25105, -6.78412], [-0.66164, 1.26840, -5.92478], [1.39341, -1.10906, -4.58111], [4.09481, -4.73220, -5.12789], [2.43422, -2.92631, -7.43420], [0.61579, -5.15632, -1.72501], [3.47278, 7.04735, 2.39771], [3.90069, 5.71894, 1.78125], [4.26813, 5.82320, 0.28647], [3.14613, 5.90923, -0.58853], [2.60567, 7.21475, -0.72409], [2.84306, 4.72447, 2.00733], [2.46418, 7.34225, 2.10386], [3.47849, 6.97865, 3.48919], [4.15927, 7.84983, 2.11349], [4.79889, 5.39020, 2.31561], [4.78794, 4.90141, 0.00402], [4.97002, 6.64447, 0.09991], [3.37819, 7.98726, -0.68286], [1.84952, 7.39058, 0.04312], [2.10832, 7.27567, -1.69486], [3.17073, 3.81917, 1.67427], [2.07572, 4.94918, 1.37280], [-1.21624, 0.01310, 8.91774], [-0.78094, -1.31672, 8.30947], [-0.40438, -1.21679, 6.81643], [-1.52112, -1.13684, 5.93307], [-2.06374, 0.16652, 5.78984], [-1.83682, -2.31256, 8.53357], [-2.22386, 0.30397, 8.61653], [-1.21703, -0.05116, 10.00935], [-0.53011, 0.81653, 8.63441], [0.11490, -1.64092, 8.85058], [0.11993, -2.13829, 6.54059], [0.29663, -0.39377, 6.63165], [-1.29324, 0.94131, 5.83386], [-2.82523, 0.34297, 6.55128], [-2.55496, 0.22335, 4.81525], [-1.50562, -3.21877, 8.20684], [-2.60137, -2.09307, 7.89410]], "forces_ev_per_angstrom": [[-0.189, 1.184, 0.999], [-1.437, 0.010, 0.432], [2.595, -0.050, 1.116], [-1.213, 1.105, -1.145], [-2.519, -2.937, 1.735], [-0.196, -2.174, -0.622], [1.143, 2.738, -0.232], [-0.357, -0.978, -0.207], [0.491, 2.096, 0.204], [-0.293, -0.016, 1.083], [1.826, -1.127, -1.691], [-0.541, -1.965, 1.392], [0.151, -0.408, -2.066], [-1.024, -0.896, -0.214], [1.067, 0.044, -1.689], [-0.561, 1.221, 0.949], [0.442, -0.053, -0.595], [-0.810, 0.981, -0.990], [0.334, 1.120, -0.206], [0.794, 0.727, 0.745], [2.053, 3.218, -1.108], [0.534, 0.878, -2.620], [-2.066, -2.368, -2.818], [-1.817, -2.559, 0.964], [-0.078, -0.923, 4.251], [1.718, 1.824, 1.973], [1.186, 0.362, 0.327], [0.627, -0.135, 0.723], [-1.291, 0.123, -0.439], [2.020, 2.156, 0.413], [0.850, -5.345, -4.581], [0.999, 3.560, 2.131], [-2.381, 1.175, -1.193], [0.129, -1.313, 2.610], [-2.231, 2.768, 0.736], [0.556, -1.440, 1.331], [-1.638, -0.939, -0.548], [0.857, -1.425, 0.742], [0.616, 0.031, -1.460], [-0.749, 0.096, -1.848], [-0.005, 1.748, 0.198], [1.824, 0.454, -0.016], [0.115, -1.667, -0.301], [-0.246, 0.845, -1.720], [-0.016, 1.456, -0.809], [0.371, 0.658, 1.358], [0.269, 1.547, 0.437], [-0.194, -0.622, 1.268], [0.301, 0.938, 1.135], [-0.623, -1.229, 0.505], [1.011, -0.668, 1.064], [-0.293, -1.132, -1.211], [1.358, -0.123, 0.059], [-1.514, -0.701, -0.689], [0.518, -0.565, -1.714], [1.544, 0.235, 0.411], [-0.037, 0.288, -1.797], [-1.217, -1.137, -1.594], [-1.220, -1.441, 0.493], [-0.046, -0.230, 1.996], [0.857, 0.877, 1.269], [-1.717, -0.816, 0.421], [-0.581, 0.760, 0.495], [-0.207, 0.140, 1.011], [0.181, 0.114, -0.717], [0.110, 0.142, 0.230], [-0.305, 0.239, -0.187], [0.064, -0.347, 0.060], [0.358, 0.141, 0.078], [-0.317, -0.151, -0.140], [0.078, -0.173, -0.280], [0.050, -0.077, -0.055], [-0.024, -0.054, -0.140], [-0.057, -0.047, 0.001], [-0.027, -0.059, -0.133], [-0.110, 0.017, -0.036], [-0.114, 0.105, 0.037], [0.006, -0.049, 0.086], [0.067, 0.215, 0.028], [0.094, -0.077, 0.038], [0.022, 0.044, 0.152], [0.062, 0.056, 0.189], [0.126, 0.162, 0.205], [-0.364, 0.163, -0.160], [0.069, -0.322, 0.107], [0.410, 0.206, -0.011], [-0.282, -0.194, -0.091], [0.176, -0.087, -0.356], [0.045, -0.083, -0.045], [-0.027, -0.062, -0.148], [-0.051, -0.034, 0.005], [-0.019, -0.055, -0.138], [-0.114, -0.001, -0.022], [-0.106, 0.126, 0.028], [0.009, -0.032, 0.099], [0.065, 0.220, 0.008], [0.061, -0.072, 0.032], [-0.020, 0.018, 0.201], [0.036, 0.026, 0.220]], "mulliken_charge": [-0.409, -0.364, -0.377, 0.737, -0.204, -0.022, 0.489, -1.099, -0.111, -1.684, 1.181, -0.566, -0.329, -0.248, -0.316, -0.334, -0.457, -0.503, -0.264, -0.691, 0.212, -0.337, -0.468, -0.398, -0.589, -0.103, -1.071, 0.037, 0.808, -0.311, 0.800, -0.694, -0.530, -0.520, 0.498, -0.417, 0.307, 0.105, 0.238, 0.437, 0.363, 0.396, 0.226, 0.314, 0.267, 0.387, 0.246, 0.212, 0.281, 0.337, 0.353, 0.230, 0.315, 0.332, 0.359, 0.419, 0.245, 0.366, 0.323, 0.330, 0.256, 0.792, 0.354, 0.363, 0.473, -1.391, 0.332, -0.753, -0.247, -0.755, -0.711, 0.276, 0.354, 0.350, 0.399, 0.339, 0.401, 0.324, 0.276, 0.243, 0.238, 0.328, -1.382, 0.341, -0.725, -0.292, -0.788, -0.734, 0.278, 0.349, 0.343, 0.414, 0.331, 0.416, 0.362, 0.250, 0.265, 0.268, 0.330]}